[1]
# C20H44GaO19

A molecular structure, C20H44GaO19 (ωB97M-V/def2-TZVPD, OMol25).

## Properties
**E**: -112731.613 eV
**Net charge**: -1
**Kohn-Sham gap**: 5.8 eV

Each line ends with the Mulliken charge.
Cartesian coordinates (Å):
O: 2.018 -0.213 9.080  -0.573
C: 3.210 0.004 8.305  -0.330
C: 4.411 0.142 9.307  -0.789
Ga: 4.492 2.179 9.756  0.249
H: 1.854 0.635 9.497  0.298
H: 3.090 0.982 7.792  0.152
H: 3.365 -0.773 7.536  0.233
H: 5.377 -0.136 8.834  0.287
H: 4.226 -0.450 10.220  0.311
H: 4.886 2.914 8.371  -0.229
H: 2.967 2.619 10.136  -0.289
H: 5.535 2.439 10.945  -0.304
C: 0.808 -5.075 3.309  -0.565
O: 0.061 -3.983 3.839  -0.331
C: 0.804 -3.086 4.497  0.826
O: 1.990 -3.141 4.657  -0.556
O: -0.007 -2.126 4.933  -0.341
C: 0.651 -1.082 5.664  -0.659
H: 0.107 -5.733 2.799  0.226
H: 1.543 -4.723 2.585  0.207
H: 1.294 -5.637 4.106  0.317
H: 1.381 -0.573 5.034  0.313
H: 1.127 -1.474 6.561  0.297
H: -0.109 -0.364 5.962  0.261
C: 1.571 -4.684 -3.142  -0.722
O: 1.364 -4.520 -1.738  -0.397
C: 0.829 -3.344 -1.399  0.806
O: 0.526 -2.464 -2.155  -0.531
O: 0.693 -3.321 -0.077  -0.190
C: 0.125 -2.109 0.435  -0.507
H: 2.006 -5.670 -3.291  0.240
H: 0.624 -4.634 -3.679  0.341
H: 2.267 -3.935 -3.519  0.310
H: -0.880 -1.957 0.043  0.342
H: 0.762 -1.257 0.199  0.296
H: 0.066 -2.213 1.516  -0.022
C: -1.646 -0.135 -2.954  -0.803
O: -2.599 0.925 -2.840  -0.159
C: -3.179 1.008 -1.641  0.619
O: -2.962 0.290 -0.706  -0.565
O: -4.039 2.032 -1.660  -0.218
C: -4.727 2.238 -0.424  -0.761
H: -1.242 -0.107 -3.963  0.323
H: -0.828 0.004 -2.249  0.323
H: -2.124 -1.101 -2.798  0.341
H: -4.023 2.469 0.374  0.338
H: -5.324 1.364 -0.167  0.343
H: -5.391 3.088 -0.563  0.211
C: -4.841 8.895 -0.860  -0.629
O: -3.927 8.271 -1.760  -0.343
C: -4.142 6.967 -1.932  0.718
O: -5.006 6.319 -1.409  -0.535
O: -3.229 6.509 -2.786  -0.351
C: -3.345 5.113 -3.060  -0.432
H: -4.569 9.946 -0.800  0.218
H: -5.862 8.817 -1.232  0.290
H: -4.763 8.456 0.135  0.296
H: -4.307 4.890 -3.522  0.309
H: -3.212 4.530 -2.150  0.226
H: -2.556 4.848 -3.760  0.242
C: -3.185 2.051 -5.115  -0.614
O: -3.449 2.567 -6.425  -0.347
C: -4.508 2.023 -7.020  0.706
O: -5.219 1.173 -6.559  -0.545
O: -4.641 2.587 -8.222  -0.344
C: -5.747 2.092 -8.974  -0.636
H: -2.307 2.564 -4.730  0.383
H: -4.021 2.249 -4.448  0.297
H: -2.972 0.988 -5.158  0.287
H: -6.685 2.290 -8.456  0.294
H: -5.635 1.025 -9.166  0.289
H: -5.753 2.620 -9.924  0.218
C: 4.300 -4.393 -0.700  -0.493
O: 5.093 -4.470 -1.889  -0.205
C: 6.408 -4.426 -1.674  0.717
O: 6.946 -4.332 -0.608  -0.522
O: 7.022 -4.505 -2.857  -0.333
C: 8.445 -4.468 -2.773  -0.635
H: 3.256 -4.440 -1.008  0.026
H: 4.511 -5.235 -0.041  0.326
H: 4.474 -3.451 -0.181  0.343
H: 8.818 -5.314 -2.196  0.292
H: 8.781 -3.529 -2.334  0.293
H: 8.831 -4.539 -3.787  0.218

=====

[2]
# C32H39As2AuNS

A molecular structure, C32H39As2AuNS (ωB97M-V/def2-TZVPD, OMol25).

## Properties
**E**: -171509.706 eV
**Net charge**: -1
**Kohn-Sham gap**: 5.1 eV

Each line ends with the Mulliken charge.
Cartesian coordinates (Å):
Au: 0.489 -0.535 0.768  -0.461
C: 3.509 -2.290 2.293  -1.420
As: 2.376 -0.720 2.276  1.027
C: 1.953 -0.697 4.189  -1.199
C: 3.721 0.701 2.229  0.163
C: 5.009 0.405 2.676  -0.551
C: 6.005 1.370 2.724  -0.796
C: 5.704 2.664 2.336  -0.734
C: 4.420 2.973 1.905  -0.262
C: 3.406 2.009 1.833  -0.107
As: 1.654 2.527 1.047  0.822
C: 1.788 4.471 1.363  -1.520
C: 0.496 2.223 2.614  -0.492
H: 4.135 -2.324 3.183  0.438
H: 4.122 -2.320 1.396  0.395
H: 2.838 -3.148 2.293  0.372
H: 2.856 -0.576 4.788  0.439
H: 1.458 -1.634 4.441  0.399
H: 1.263 0.124 4.386  0.239
H: 5.252 -0.599 2.993  0.164
H: 6.999 1.108 3.065  0.380
H: 6.461 3.439 2.367  0.372
H: 4.215 3.990 1.609  0.313
H: 2.086 4.718 2.383  0.408
H: 0.787 4.860 1.179  0.408
H: 2.468 4.939 0.652  0.438
H: 1.034 2.405 3.546  0.397
H: 0.084 1.213 2.593  -0.255
H: -0.334 2.926 2.532  0.496
N: -1.230 -0.874 2.467  -0.441
S: -2.697 -0.543 1.857  -0.276
C: -3.355 -2.160 1.395  0.358
C: -2.651 -3.311 1.690  -0.274
C: -3.168 -4.550 1.314  -0.591
C: -4.390 -4.628 0.661  -0.437
C: -5.096 -3.462 0.374  -0.630
C: -4.576 -2.227 0.735  -0.294
C: -2.616 0.196 0.341  0.676
C: -3.162 1.498 0.258  -0.772
C: -3.485 2.059 -0.953  -1.044
C: -3.477 1.174 -2.099  -0.243
C: -2.915 -0.050 -2.056  -1.273
C: -2.030 -0.472 -0.893  0.106
H: -1.302 -0.690 3.466  0.117
H: -1.697 -3.210 2.196  0.435
H: -2.608 -5.453 1.525  0.368
H: -4.790 -5.591 0.366  0.362
H: -6.044 -3.517 -0.148  0.372
H: -5.087 -1.308 0.473  0.351
H: -3.380 2.035 1.179  0.371
H: -3.916 3.050 -1.014  0.395
H: -4.002 1.484 -2.999  0.389
H: -3.020 -0.722 -2.903  0.478
H: -2.099 -1.560 -0.773  0.348
C: 0.015 -2.157 -2.430  -2.515
C: 0.156 -0.637 -2.359  2.875
C: 1.663 -0.318 -2.340  -1.706
C: -0.524 -0.104 -1.066  -0.476
C: -0.392 0.046 -3.620  -0.390
C: -0.352 1.440 -3.714  0.044
C: -0.812 2.107 -4.836  -0.990
C: -1.331 1.396 -5.914  -0.441
C: -1.366 0.012 -5.845  -0.809
C: -0.895 -0.651 -4.714  -0.102
H: 0.419 -2.580 -1.509  0.200
H: 0.567 -2.578 -3.277  0.652
H: -1.030 -2.470 -2.511  0.436
H: 2.141 -0.857 -1.521  0.342
H: 1.838 0.748 -2.178  0.201
H: 2.127 -0.605 -3.292  0.473
H: -0.499 0.992 -1.109  0.699
H: 0.018 2.015 -2.873  0.332
H: -0.783 3.190 -4.863  0.360
H: -1.703 1.916 -6.789  0.374
H: -1.768 -0.563 -6.672  0.376
H: -0.952 -1.732 -4.685  0.345